C31H33F40O7P | wB97M-V/def2-TZVPD

Atoms and positions in Å:
1 F 4.42082 2.57172 -7.40711
2 C 4.46048 2.29689 -8.72606
3 F 3.20298 2.36240 -9.21186
4 C 5.00747 0.88455 -8.96748
5 F 4.17269 -0.02700 -8.43557
6 F 4.99162 0.72940 -10.32615
7 C 6.45310 0.60017 -8.53645
8 O 6.61852 -0.06831 -7.29980
9 C 6.75309 0.60614 -6.12555
10 F 6.81674 1.93649 -6.29611
11 F 7.92828 0.22043 -5.55826
12 C 5.65717 0.21756 -5.12557
13 F 4.44280 0.52941 -5.60762
14 F 5.84965 0.92489 -3.98282
15 H 5.07659 3.04242 -9.23563
16 H 6.82678 -0.10488 -9.27690
17 H 7.06759 1.49805 -8.60196
18 H 5.69794 -0.85103 -4.91388
19 F -2.05598 0.98219 2.83975
20 C -2.49689 -0.28025 2.66971
21 F -2.88191 -0.75189 3.88102
22 C -1.38604 -1.17929 2.11936
23 F -0.38206 -1.26490 3.01242
24 F -1.95918 -2.41628 2.01242
25 C -0.83808 -0.85002 0.72399
26 O 0.38046 -0.13536 0.67640
27 C 0.42523 1.22691 0.63742
28 F -0.79635 1.78356 0.57109
29 F 1.08563 1.58131 -0.49214
30 C 1.22773 1.77927 1.82500
31 F 0.63571 1.41940 2.97971
32 F 1.25552 3.13071 1.77048
33 H -3.36377 -0.27633 2.00463
34 H -0.59929 -1.81945 0.28954
35 H -1.60549 -0.39350 0.09828
36 H 2.24796 1.39258 1.80049
37 F -8.37683 2.28491 3.27145
38 C -7.21268 2.45418 2.61730
39 F -7.45801 2.38562 1.28969
40 C -6.21674 1.35017 2.98904
41 F -6.68095 0.15388 2.58047
42 F -5.09502 1.63037 2.24941
43 C -5.74532 1.27508 4.44849
44 O -6.37246 0.30489 5.25971
45 C -7.49328 0.57842 5.99096
46 F -7.85132 1.87213 5.91531
47 F -7.20831 0.31640 7.28868
48 C -8.65028 -0.35051 5.60158
49 F -8.96857 -0.17477 4.30303
50 F -9.73024 -0.04036 6.35217
51 H -6.80072 3.43947 2.85029
52 H -4.70880 0.94656 4.38893
53 H -5.74584 2.26258 4.91071
54 H -8.37616 -1.39178 5.77057
55 F 6.21761 -1.22403 -0.64414
56 C 6.05255 -1.34168 -1.97897
57 F 4.74508 -1.14424 -2.25919
58 C 6.45075 -2.75084 -2.42745
59 F 5.63026 -3.65642 -1.86584
60 F 6.22932 -2.77558 -3.78233
61 C 7.91764 -3.16430 -2.24004
62 O 8.20697 -3.96686 -1.11442
63 C 8.56651 -3.43429 0.08988
64 F 8.69514 -2.09826 0.04325
65 F 9.77911 -3.94260 0.41667
66 C 7.60225 -3.86851 1.20433
67 F 6.35608 -3.43404 0.93842
68 F 8.00882 -3.31764 2.36851
69 H 6.63976 -0.57098 -2.48025
70 H 8.12881 -3.80933 -3.09162
71 H 8.58078 -2.30188 -2.31360
72 H 7.60012 -4.95612 1.29330
73 F -9.26352 -5.50909 7.44878
74 C -8.41402 -4.58366 6.96556
75 F -8.84583 -3.36434 7.36346
76 C -8.38892 -4.62970 5.43482
77 F -9.60076 -4.30661 4.94705
78 F -7.51531 -3.64230 5.05927
79 C -7.86712 -5.91545 4.77675
80 O -8.84281 -6.82081 4.30378
81 C -9.33828 -7.83040 5.07725
82 F -8.72908 -7.90809 6.27228
83 F -9.10119 -8.99653 4.43001
84 C -10.86307 -7.72219 5.23038
85 F -11.18804 -6.56536 5.83692
86 F -11.29549 -8.74549 5.99852
87 H -7.41567 -4.75261 7.37733
88 H -7.35895 -5.57212 3.87702
89 H -7.12190 -6.40381 5.40501
90 H -11.34147 -7.77008 4.25077
91 C 0.89290 5.71870 -0.68707
92 C 2.06598 4.75354 -0.90717
93 P 2.62578 4.63724 -2.65845
94 C 4.44859 4.45677 -2.51567
95 C 5.15995 4.33931 -3.87589
96 C 2.31478 6.38176 -3.26175
97 O 3.13351 6.70152 -4.39475
98 C 4.13722 7.56410 -4.19570
99 O 4.21511 8.36470 -3.31315
100 H 0.15546 5.65695 -1.48912
101 H 0.37149 5.45746 0.23384
102 H 1.22041 6.75244 -0.59524
103 H 2.87341 5.00801 -0.21426
104 H 1.73118 3.75712 -0.63028
105 H 4.57121 3.50777 -1.98630
106 H 4.91936 5.22334 -1.89232
107 H 4.47396 3.93622 -4.62172
108 H 5.49898 5.31106 -4.22461
109 H 6.02184 3.68266 -3.78181
110 H 2.42309 7.14319 -2.49066
111 H 1.28112 6.40088 -3.59990
112 H 4.90252 7.44632 -4.97209

2S+1 = 1
Total energy = -165002.850 eV
HOMO energy = -8.3 eV
SMILES = FC(F)C(F)(F)COC(F)(F)C(F)F.FC(F)C(F)(F)COC(F)(F)C(F)F.FC(F)C(F)(F)COC(F)(F)C(F)F.FC(F)C(F)(F)COC(F)(F)C(F)F.FC(F)C(F)(F)COC(F)(F)C(F)F.CCP(CC)COC=O

These are the Löwdin partial charges, in e, on atoms 1 to 4: atom 1 (F): 0.093, atom 2 (C): -0.308, atom 3 (F): 0.104, atom 4 (C): -0.443

---

C2H3N3S | wB97M-V/def2-TZVPD

Atoms and positions in Å:
1 C -1.28824 0.81088 -0.08048
2 C 0.71456 -0.04171 -0.03591
3 N -0.37534 1.80998 -0.06524
4 N 0.77660 1.31936 -0.01753
5 N -0.65650 -0.38841 -0.05573
6 S 2.27623 -0.94204 -0.07481
7 H -2.29700 0.84116 -0.27848
8 H -1.18092 -1.27738 0.08622
9 H 2.03063 -2.13185 0.52196

2S+1 = 3
Total energy = -17401.645 eV
Charge = +2
Energy above the lowest of the compared OMol25 structures with the same formula, charge and spin = 30.76 kcal/mol
HOMO energy (alpha / beta) = -21.3 / -21.1 eV

These are the Löwdin partial charges, in e, on atoms 1 to 4: atom 1 (C): 0.108, atom 2 (C): -0.399, atom 3 (N): 0.186, atom 4 (N): 0.107

---

C13H6F9N2O6PdS3 | wB97M-V/def2-TZVPD

Atoms and positions in Å:
1 Pd -0.50862 -0.38326 0.48416
2 S -0.61972 3.94199 0.92841
3 C 0.13757 3.31921 2.32755
4 C 0.22662 1.95337 2.35056
5 C -0.34688 1.46302 1.16949
6 C -0.83278 2.36858 0.28209
7 C -1.28508 1.93026 -1.01670
8 C -1.78766 2.72164 -2.03347
9 C -2.13228 2.12789 -3.23451
10 C -1.97829 0.75943 -3.39189
11 C -1.48084 0.01368 -2.34404
12 N -1.14345 0.59317 -1.18841
13 H 0.47463 4.00171 3.09189
14 H 0.67512 1.37296 3.14017
15 H -1.89681 3.78542 -1.87603
16 H -2.52071 2.72944 -4.04495
17 H -2.23582 0.26243 -4.31523
18 H -1.34489 -1.05312 -2.41663
19 F 0.79522 -3.43141 1.57019
20 C 1.44723 -3.61258 0.43664
21 F 2.74774 -3.57587 0.64401
22 F 1.09278 -4.75880 -0.11423
23 S 0.99593 -2.29617 -0.79546
24 O -0.48041 -2.26503 -0.80158
25 O 1.72502 -2.58493 -1.97277
26 N 1.39223 -0.88410 -0.06171
27 S 2.25889 0.36381 -0.88877
28 O 1.46962 0.82972 -1.97576
29 O 2.68229 1.23139 0.15150
30 C 3.79005 -0.43931 -1.63057
31 F 4.68348 0.53145 -1.67430
32 F 3.55011 -0.87943 -2.84058
33 F 4.20935 -1.41527 -0.84125
34 F -3.49088 -1.84990 3.59441
35 C -2.25719 -1.43583 3.82796
36 F -2.28795 -0.36638 4.62430
37 F -1.55692 -2.39687 4.40946
38 C -1.58314 -1.02110 2.50708
39 O -2.26051 -0.56423 1.54528
40 O -0.32305 -1.08698 2.37371

2S+1 = 1
Total energy = -89276.745 eV
Charge = +1
Energy above the lowest of the compared OMol25 structures with the same formula, charge and spin = 0.40 kcal/mol
HOMO energy = -12.5 eV

These are the Löwdin partial charges, in e, on atoms 1 to 4: atom 1 (Pd): 1.297, atom 2 (S): 1.138, atom 3 (C): -0.346, atom 4 (C): -0.130

---

C5H11O2 | wB97M-V/def2-TZVPD

Atoms and positions in Å:
1 C 2.47380 1.55712 -0.08444
2 C 1.37741 1.63512 0.91241
3 H 3.27640 2.16067 0.29083
4 H 2.81635 0.54209 0.00295
5 H 2.40840 1.80062 -1.19696
6 H 0.76217 2.60953 0.68722
7 H 1.65152 1.70543 1.86145
8 H 0.39119 1.02826 0.84252
9 C -1.77835 -1.68398 0.06381
10 C -0.97481 -1.91663 -1.13259
11 C -1.95498 -0.18139 0.30269
12 O -1.37681 0.09159 1.36746
13 O -2.58083 0.70817 -0.31095
14 H -2.89736 -2.02973 -0.24151
15 H -1.22499 -1.99327 1.03594
16 H -1.16906 -1.10324 -1.73293
17 H -1.22577 -2.91190 -1.69420
18 H 0.02572 -2.01845 -0.97370

2S+1 = 1
Total energy = -9457.615 eV
Charge = -1
Energy above the lowest of the compared OMol25 structures with the same formula, charge and spin = 55.67 kcal/mol
HOMO energy = -3.6 eV

These are the Löwdin partial charges, in e, on atoms 1 to 4: atom 1 (C): -0.203, atom 2 (C): -0.184, atom 3 (H): 0.038, atom 4 (H): 0.042

---

C15H19GaN5O3Te | wB97M-V/def2-TZVPD

Atoms and positions in Å:
1 Ga 0.49121 0.46077 -1.63122
2 C 0.09969 -1.69711 -5.62774
3 O -0.14702 -2.50680 -4.43868
4 C -0.05726 -1.94133 -3.28703
5 O 0.31975 -0.75414 -3.16056
6 N 0.02726 -2.84494 -0.96598
7 N -0.68430 -0.67305 -0.40288
8 H -0.05515 -2.37749 -6.45538
9 H 1.12084 -1.32830 -5.60736
10 H -0.61137 -0.87610 -5.65650
11 H 0.75533 -3.55393 -1.02367
12 H -0.89182 -0.20016 0.48576
13 H -1.54461 -1.12617 -0.70399
14 N 1.62261 -0.93717 -0.71626
15 C 0.41018 -1.67825 -0.19315
16 O -0.51615 -2.72108 -2.33510
17 C 0.61989 -2.08913 1.19465
18 C 1.94413 -2.29530 1.61387
19 N 3.08326 -2.38753 1.79951
20 C -0.53361 -2.25047 1.98565
21 N -1.53402 -2.27568 2.56391
22 H 2.23324 -1.52925 -1.27498
23 H 2.18629 -0.63362 0.08262
24 C -1.18276 0.65293 4.18019
25 C -0.77306 1.23963 2.86239
26 C 0.56456 1.38485 2.51909
27 C 0.96132 1.94854 1.30748
28 C 2.43625 2.10407 1.03928
29 C -0.03681 2.34959 0.40565
30 Te 0.53213 2.91967 -1.59207
31 C -1.39828 2.23642 0.72369
32 C -2.49897 2.67732 -0.20292
33 C -1.73411 1.68232 1.95549
34 H -0.33539 0.20224 4.69286
35 H -1.93792 -0.12024 4.04321
36 H -1.60097 1.43094 4.82162
37 H 1.32683 1.05759 3.21599
38 H 3.01768 1.69904 1.86513
39 H 2.70214 3.15561 0.91799
40 H 2.76132 1.61265 0.12106
41 H -2.48041 2.13530 -1.15257
42 H -2.40865 3.73686 -0.44655
43 H -3.47067 2.51855 0.25988
44 H -2.78260 1.59235 2.21763

2S+1 = 1
Total energy = -89117.676 eV
Charge = +1
Energy above the lowest of the compared OMol25 structures with the same formula, charge and spin = 79.98 kcal/mol
HOMO energy = -10.9 eV

These are the Löwdin partial charges, in e, on atoms 1 to 4: atom 1 (Ga): 0.314, atom 2 (C): 0.048, atom 3 (O): 0.085, atom 4 (C): -0.529

---

C5H15NO | wB97M-V/def2-TZVPD

Atoms and positions in Å:
1 C 1.35609 1.06916 -1.54695
2 C 0.83308 0.26391 -0.27154
3 C 0.25503 -1.08522 -0.41589
4 C -0.43622 -1.14525 -1.73983
5 N -0.68490 -1.22435 0.69386
6 C -0.07990 -0.96884 2.01758
7 H 0.51298 1.37249 -2.26759
8 H 1.69909 2.11385 -1.22129
9 H 2.35049 0.62880 -1.92206
10 H -0.03960 0.81348 0.09491
11 H 1.64327 0.34844 0.40196
12 H 1.02643 -1.95771 -0.28597
13 H -1.23372 -1.85292 -1.71271
14 H 0.30423 -1.55293 -2.53090
15 H -0.78466 -0.26999 -2.27578
16 H -1.28648 -2.01982 0.77619
17 H -0.76450 -1.39245 2.79155
18 H 0.92040 -1.28225 2.13310
19 H -0.01735 0.11367 1.99050
20 O -2.13099 2.76037 1.46500
21 H -1.61940 3.35874 2.13258
22 H -1.82336 1.90881 1.69326

2S+1 = 1
Total energy = -8964.151 eV
Energy above the lowest of the compared OMol25 structures with the same formula, charge and spin = 50.90 kcal/mol
HOMO energy = -8.6 eV
SMILES = CC[C@H](C)NC.O

These are the Löwdin partial charges, in e, on atoms 1 to 4: atom 1 (C): -0.104, atom 2 (C): -0.249, atom 3 (C): -0.465, atom 4 (C): -0.081